[1]
C14H28B3F8N4O4P2Ti as an isolated structure at a distorted geometry, computed with wB97M-V/def2-TZVPD.

Calculated values
ΔE to the lowest compared entry with this formula, charge and spin = 4.79 kcal per mole
Lowest unoccupied orbital energy = -0.2010 hartree
Net charge = +1
Multiplicity = 1
Calculated total energy = -94593.4875 eV
Highest occupied orbital energy = -12.6 eV
Orbital gap = 7.14 eV

Each line ends with the Mulliken charge.
Element x y z (Å)
Ti (0.498, 0.191, 0.511)  -1.74
C (-3.598, 1.035, 1.845)  -1.93
C (-2.203, 0.575, 1.640)  0.23
N (-1.504, 0.887, 0.608)  1.71
O (-2.155, 1.580, -0.376)  -0.62
B (-2.371, 0.689, -1.562)  0.64
F (-2.928, -0.506, -1.144)  -0.41
F (-3.075, 1.393, -2.477)  -0.30
O (-1.028, 0.379, -2.204)  -0.77
N (-0.229, -0.388, -1.413)  1.78
C (-0.069, -1.609, -1.797)  0.44
C (-0.649, -2.194, -3.030)  -2.11
C (0.730, -2.418, -0.864)  0.13
N (1.118, -1.744, 0.157)  1.54
O (1.808, -2.342, 1.146)  -0.61
B (0.860, -2.834, 2.250)  0.63
F (-0.170, -3.519, 1.626)  -0.37
F (1.595, -3.533, 3.126)  -0.29
O (0.272, -1.648, 2.959)  -0.70
N (-0.416, -0.814, 2.161)  1.28
C (-1.535, -0.356, 2.591)  0.68
C (-2.156, -0.750, 3.877)  -2.05
C (1.000, -3.861, -1.055)  -2.07
H (-4.272, 0.344, 1.329)  0.30
H (-3.738, 2.015, 1.397)  0.37
H (-3.856, 1.053, 2.900)  0.57
H (-1.174, -1.441, -3.605)  0.44
H (-1.348, -2.986, -2.752)  0.36
H (0.135, -2.652, -3.636)  0.51
H (-1.576, -1.534, 4.351)  0.40
H (-3.179, -1.088, 3.707)  0.46
H (-2.198, 0.117, 4.541)  0.40
H (1.106, -4.108, -2.110)  0.54
H (0.163, -4.432, -0.643)  0.34
H (1.889, -4.150, -0.499)  0.41
C (4.151, 0.670, 0.485)  -1.48
P (2.819, 0.471, -0.729)  1.71
C (3.385, -0.940, -1.722)  -1.43
C (2.980, 1.899, -1.838)  -1.12
C (2.221, 3.069, -1.211)  -1.14
P (0.442, 2.614, -1.082)  1.80
C (-0.323, 4.045, -0.268)  -1.48
C (-0.101, 2.887, -2.798)  -1.63
H (5.104, 0.726, -0.043)  0.55
H (4.154, -0.185, 1.161)  0.35
H (4.011, 1.575, 1.074)  0.38
H (4.339, -0.682, -2.184)  0.60
H (2.671, -1.165, -2.516)  0.35
H (3.530, -1.815, -1.091)  0.33
H (2.537, 1.620, -2.797)  0.46
H (4.037, 2.099, -2.015)  0.62
H (2.340, 3.972, -1.813)  0.70
H (2.610, 3.284, -0.211)  0.45
H (-0.060, 4.101, 0.787)  0.25
H (-1.401, 3.961, -0.361)  0.34
H (0.015, 4.953, -0.772)  0.53
H (0.184, 3.901, -3.089)  0.57
H (-1.181, 2.777, -2.871)  0.38
H (0.347, 2.170, -3.482)  0.38
F (0.895, 2.155, 1.290)  -0.26
B (1.526, 1.780, 2.572)  -0.37
F (1.878, 0.408, 2.108)  -0.37
F (0.577, 1.712, 3.524)  -0.36
F (2.620, 2.508, 2.805)  -0.30

=====

[2]
One molecule with the formula C2H2F2 at a distorted geometry, computed with wB97M-V/def2-TZVPD.

Calculated values
ΔE to the lowest compared entry with this formula, charge and spin = 18.43 kcal per mole
Lowest unoccupied orbital energy = 0.0360 hartree
Net charge = 0
Multiplicity = 1
Calculated total energy = -7539.7391 eV
SMILES = F/C=C\F
Highest occupied orbital energy = -9.8 eV
Orbital gap = 10.82 eV

Each line ends with the Mulliken charge.
Element x y z (Å)
F (-1.496, -0.505, -0.001)  -0.21
C (-0.654, 0.532, -0.021)  -0.07
C (0.704, 0.553, -0.029)  -0.02
F (1.443, -0.545, 0.017)  -0.22
H (-1.210, 1.559, 0.159)  0.22
H (1.387, 1.387, -0.004)  0.31

=====

[3]
One molecule with the formula C5H6O2 at a distorted geometry, computed with wB97M-V/def2-TZVPD.

Calculated values
ΔE to the lowest compared entry with this formula, charge and spin = 82.29 kcal per mole
Lowest unoccupied orbital energy = 0.0197 hartree
Net charge = 0
Multiplicity = 1
Calculated total energy = -9373.5270 eV
SMILES = C#C[C@@H](C)OC=O
Highest occupied orbital energy = -9.4 eV
Orbital gap = 9.98 eV

Each line ends with the Mulliken charge.
Element x y z (Å)
C (1.549, -1.554, 0.011)  -0.18
C (0.572, -0.890, 0.249)  -0.42
C (0.249, 0.516, 0.273)  0.50
C (0.317, 1.209, -1.076)  -1.16
O (-1.300, 0.638, 0.798)  -0.36
C (-1.785, -0.595, 0.996)  0.29
O (-2.853, -1.011, 1.355)  -0.49
H (2.362, -2.198, -0.170)  0.41
H (0.865, 1.001, 1.041)  0.24
H (-0.174, 0.604, -1.843)  0.32
H (1.331, 1.451, -1.429)  0.35
H (-0.218, 2.146, -0.940)  0.34
H (-0.915, -1.318, 0.734)  0.17

=====

[4]
A 2-piece molecular cluster, C4H3NO2 overall, computed with wB97M-V/def2-TZVPD.

Calculated values
ΔE to the lowest compared entry with this formula, charge and spin = 136.24 kcal per mole
Lowest unoccupied orbital energy = -0.0263 hartree
Net charge = 0
Multiplicity = 1
Calculated total energy = -9775.7786 eV
SMILES = O=CC#[N+][O-].C#C
Highest occupied orbital energy = -10.3 eV
Orbital gap = 9.57 eV

Each line ends with the Mulliken charge.
Element x y z (Å)
O (2.135, -1.051, 0.506)  -0.42
C (2.009, -0.064, -0.178)  -0.03
C (0.736, 0.558, -0.481)  0.22
N (-0.174, 1.192, -0.829)  0.56
O (-1.212, 1.723, -1.090)  -0.62
H (2.860, 0.457, -0.639)  0.31
C (-2.097, -0.423, 0.537)  -0.51
C (-1.086, -1.006, 0.836)  -0.45
H (-2.974, 0.114, 0.255)  0.37
H (-0.181, -1.516, 1.095)  0.57

=====

[5]
C26H14Cl2N5O4Pd as an isolated structure, computed with wB97M-V/def2-TZVPD.

Calculated values
ΔE to the lowest compared entry with this formula, charge and spin = 0.00 kcal per mole
Lowest unoccupied orbital energy = 0.0857 hartree
Net charge = -1
Multiplicity = 1
Calculated total energy = -71360.2911 eV
Highest occupied orbital energy = -4.6 eV
Orbital gap = 6.89 eV

Each line ends with the Mulliken charge.
Element x y z (Å)
Pd (-0.038, -1.016, -0.593)  0.97
Cl (4.498, -5.224, 2.380)  -0.24
C (3.225, -4.602, 1.368)  0.06
C (2.859, -3.273, 1.520)  -0.50
C (1.843, -2.722, 0.740)  -0.29
N (1.318, -1.429, 0.872)  -0.18
C (1.850, -0.549, 1.748)  0.21
O (2.983, -0.578, 2.223)  -0.72
C (0.903, 0.489, 2.317)  0.64
C (1.431, 1.708, 2.738)  -0.66
C (0.583, 2.628, 3.324)  -0.29
C (-0.755, 2.297, 3.486)  -0.58
C (-1.181, 1.052, 3.049)  -0.23
N (-0.375, 0.163, 2.475)  -0.40
C (1.215, -3.554, -0.210)  0.00
C (1.591, -4.881, -0.360)  -0.64
C (2.601, -5.407, 0.432)  0.12
Cl (3.054, -7.072, 0.211)  -0.25
N (0.224, -2.916, -0.966)  -0.24
C (-0.488, -3.458, -1.961)  0.17
O (-0.508, -4.620, -2.363)  -0.81
C (-1.346, -2.422, -2.661)  0.51
C (-2.169, -2.785, -3.710)  -0.53
C (-2.905, -1.804, -4.352)  -0.24
C (-2.787, -0.490, -3.927)  -0.97
C (-1.944, -0.202, -2.867)  -0.21
N (-1.243, -1.148, -2.250)  -0.12
H (3.377, -2.664, 2.242)  0.65
H (2.483, 1.899, 2.588)  0.44
H (0.955, 3.595, 3.642)  0.42
H (-1.459, 2.988, 3.932)  0.39
H (-2.220, 0.756, 3.146)  0.38
H (1.093, -5.498, -1.090)  0.67
H (-2.196, -3.830, -3.987)  0.47
H (-3.563, -2.058, -5.172)  0.41
H (-3.340, 0.312, -4.396)  0.41
H (-1.824, 0.804, -2.492)  0.60
O (1.926, 1.685, -0.782)  -0.70
C (0.769, 1.930, -0.519)  -0.29
N (-0.266, 1.024, -0.413)  0.78
C (-1.444, 1.671, -0.134)  -0.44
O (-2.548, 1.170, -0.037)  -0.72
C (-1.146, 3.144, -0.023)  1.01
C (-1.963, 4.217, 0.263)  -0.66
C (-1.370, 5.477, 0.310)  -0.53
C (-0.007, 5.638, 0.067)  -0.47
C (0.803, 4.543, -0.230)  -0.67
C (0.202, 3.303, -0.264)  0.51
H (-3.019, 4.076, 0.454)  0.47
H (-1.973, 6.348, 0.538)  0.40
H (0.425, 6.630, 0.111)  0.40
H (1.864, 4.651, -0.417)  0.49

=====

[6]
A 4-piece molecular cluster, C12H27ClNO6 overall at a distorted geometry, computed with wB97M-V/def2-TZVPD.

Calculated values
ΔE to the lowest compared entry with this formula, charge and spin = 100.15 kcal per mole
Lowest unoccupied orbital energy = 0.1010 hartree
Net charge = -1
Multiplicity = 1
Calculated total energy = -39174.9443 eV
Highest occupied orbital energy = -2.8 eV
Orbital gap = 5.57 eV

Each line ends with the Mulliken charge.
Element x y z (Å)
O (1.767, 0.797, 0.233)  -0.66
C (1.049, 1.684, -0.495)  0.39
O (1.156, 1.636, -1.967)  -0.44
C (0.142, 2.757, 0.354)  -0.18
C (-0.421, 3.933, -0.640)  -0.81
C (-1.604, 3.421, -1.688)  -0.12
N (-2.923, 3.779, -1.040)  -0.76
C (-3.893, 2.619, -1.018)  -0.27
C (-3.358, 1.290, -0.203)  0.25
O (-3.179, 1.197, 1.118)  -0.54
Cl (-2.942, -0.198, -1.292)  -0.12
H (1.260, 0.649, -2.178)  0.36
H (0.770, 3.286, 1.221)  0.25
H (-0.759, 2.218, 0.871)  0.12
H (-0.946, 4.739, 0.066)  0.43
H (0.435, 4.523, -1.204)  0.23
H (-1.434, 4.064, -2.679)  0.28
H (-1.494, 2.302, -2.013)  0.03
H (-4.313, 2.324, -2.096)  0.21
H (-4.854, 2.996, -0.420)  0.25
C (-1.167, -3.753, -4.055)  -0.96
C (-2.037, -2.527, -4.245)  -0.14
O (-3.100, -2.536, -3.304)  -0.50
H (-1.758, -4.667, -4.177)  0.24
H (-0.345, -3.763, -4.776)  0.33
H (-0.749, -3.777, -3.043)  0.27
H (-2.470, -2.518, -5.249)  0.27
H (-1.456, -1.609, -4.111)  0.19
H (-2.704, -2.536, -2.415)  0.28
C (1.887, -3.145, 2.618)  -0.98
C (1.724, -2.679, 1.186)  0.28
O (0.384, -2.878, 0.761)  -0.51
H (1.628, -4.205, 2.710)  0.32
H (2.916, -3.003, 2.960)  0.29
H (1.215, -2.594, 3.284)  0.23
H (2.381, -3.247, 0.521)  0.29
H (1.969, -1.617, 1.089)  -0.15
H (-0.191, -2.363, 1.353)  0.30
C (2.396, 0.424, 4.400)  -0.79
C (3.734, 0.391, 3.691)  -0.28
O (3.593, -0.220, 2.417)  -0.43
H (2.000, -0.589, 4.523)  0.11
H (2.488, 0.889, 5.386)  0.37
H (1.660, 0.984, 3.814)  0.23
H (4.460, -0.187, 4.270)  0.28
H (4.130, 1.402, 3.553)  0.29
H (2.953, 0.306, 1.909)  0.26

=====

[7]
One molecule with the formula C4H11NO at a distorted geometry, computed with wB97M-V/def2-TZVPD.

Calculated values
ΔE to the lowest compared entry with this formula, charge and spin = 24.72 kcal per mole
Lowest unoccupied orbital energy = 0.0407 hartree
Net charge = 0
Multiplicity = 1
Calculated total energy = -7863.4817 eV
SMILES = CC[C@H](N)CO
Highest occupied orbital energy = -9.0 eV
Orbital gap = 10.16 eV

Each line ends with the Mulliken charge.
Element x y z (Å)
C (-0.269, 2.328, 0.489)  -1.16
C (-0.912, 0.945, 0.572)  -0.62
C (-0.220, -0.089, -0.345)  0.34
N (-1.121, -1.064, -0.937)  -0.71
C (0.814, -0.838, 0.495)  -0.78
O (1.860, -1.351, -0.324)  -0.55
H (0.655, 2.451, 1.058)  0.29
H (-0.929, 3.132, 0.804)  0.37
H (-0.074, 2.510, -0.567)  0.33
H (-1.939, 1.048, 0.199)  0.32
H (-1.062, 0.509, 1.546)  0.38
H (0.329, 0.305, -1.155)  0.42
H (-1.907, -1.356, -0.374)  0.22
H (-1.460, -0.723, -1.827)  0.23
H (0.348, -1.610, 1.086)  0.36
H (1.316, -0.182, 1.198)  0.28
H (1.858, -2.302, -0.422)  0.30

=====

[8]
One molecule with the formula C2H9N3O at a distorted geometry, computed with wB97M-V/def2-TZVPD.

Calculated values
ΔE to the lowest compared entry with this formula, charge and spin = 46.68 kcal per mole
Lowest unoccupied orbital energy (alpha / beta) = 0.0269 / -0.1155 hartree
Net charge = 0
Multiplicity = 3
Calculated total energy = -8728.8965 eV
<S²> = 2.0081
Highest occupied orbital energy (alpha / beta) = -3.3 / -10.8 eV
Orbital gap (alpha / beta) = 4.02 / 7.70 eV

Each line ends with the Mulliken charge.
Element x y z (Å)
C (1.722, -0.020, 0.835)  -0.83
C (0.554, -0.033, -0.590)  -0.76
N (-1.197, 0.509, 0.895)  -0.74
N (-1.695, -0.859, -1.069)  -1.70
N (-0.680, -0.392, -0.040)  0.47
O (0.750, 1.186, -1.292)  -0.07
H (2.601, -0.728, 0.747)  0.29
H (1.185, -0.367, 1.735)  0.35
H (1.985, 0.989, 1.091)  0.28
H (0.996, -0.821, -1.209)  0.51
H (-1.629, 1.417, 0.704)  0.34
H (-1.599, 0.129, 1.650)  0.32
H (-2.236, -1.700, -0.724)  0.82
H (-1.091, -1.185, -1.863)  0.58
H (0.334, 1.874, -0.870)  0.14

=====

[9]
C2 as an isolated structure at a distorted geometry, computed with wB97M-V/def2-TZVPD.

Calculated values
ΔE to the lowest compared entry with this formula, charge and spin = 91.95 kcal per mole
Lowest unoccupied orbital energy = -0.0995 hartree
Net charge = 0
Multiplicity = 1
Calculated total energy = -2060.7448 eV
Highest occupied orbital energy = -9.1 eV
Orbital gap = 6.38 eV

Each line ends with the Mulliken charge.
Element x y z (Å)
C (-0.898, -0.480, 0.009)  0.00
C (0.898, 0.480, -0.009)  0.00

=====

[10]
A 2-piece molecular cluster, C2H2Cl2 overall at a distorted geometry, computed with wB97M-V/def2-TZVPD.

Calculated values
ΔE to the lowest compared entry with this formula, charge and spin = 146.53 kcal per mole
Lowest unoccupied orbital energy (alpha / beta) = -0.0399 / -0.0471 hartree
Net charge = 0
Multiplicity = 1
Calculated total energy = -27144.2353 eV
Highest occupied orbital energy (alpha / beta) = -9.2 / -8.6 eV
Orbital gap (alpha / beta) = 8.10 / 7.28 eV

Each line ends with the Mulliken charge.
Element x y z (Å)
C (-0.216, -0.244, -0.453)  -0.47
C (-2.432, 0.065, 0.233)  0.10
Cl (-3.302, 1.478, -0.251)  -0.08
Cl (-3.257, -1.317, 0.080)  -0.02
H (0.137, -1.205, -0.069)  0.23
H (0.510, 0.338, 0.099)  0.23